(1)
Density functional theory data (ωB97M-V with the def2-TZVPD basis set) for a 5-piece molecular cluster, C12H28F6N4O4P overall.

Each line ends with the Löwdin charge.
Cartesian coordinates (Å):
H: 6.1187 -0.6242 -3.6236  0.07
O: 3.1123 -0.3330 -5.8533  0.00
H: -3.7889 -3.7053 -5.8020  0.09
H: 4.7650 0.5170 -2.1115  0.08
F: -1.6030 1.6994 -2.7661  -0.20
C: 3.2051 0.4640 -4.9301  -0.32
O: 2.3939 3.8690 5.1360  -0.02
H: 2.4875 -2.0949 4.3727  0.08
C: -4.0715 -2.9788 -5.0402  -0.06
F: -2.0710 -0.0235 -1.4121  -0.17
H: 1.5986 2.8864 7.3284  0.08
H: -0.0270 3.3650 7.9695  0.08
H: 1.7594 -1.9870 2.6850  0.09
H: -1.2562 -2.4520 3.7016  0.09
C: 5.4643 -0.4246 -4.4722  -0.07
H: 6.1485 0.0275 -5.1901  0.08
H: -1.8244 3.4589 6.1627  0.08
N: 0.2484 3.4254 5.8100  -0.20
N: -4.2712 -1.6382 -5.5065  -0.22
H: -1.3607 2.5515 4.6740  0.09
P: -1.5910 1.4575 -1.1385  0.16
C: 0.7022 -3.6488 5.4279  -0.36
N: 0.7369 -3.1469 4.1857  -0.17
H: -5.1276 -0.8136 -3.7768  0.11
F: -0.7924 2.8107 -0.9076  -0.16
F: -1.5509 1.2179 0.4757  -0.19
H: -0.3053 -2.9206 2.3829  0.08
H: -1.2663 4.3548 4.8449  0.08
H: -3.2604 -3.0329 -4.3140  0.10
H: 1.2320 -1.0741 4.0977  0.09
N: 4.3760 0.5331 -4.2380  -0.18
H: -3.6712 0.0960 -6.3294  0.13
H: 3.8038 1.9512 -2.5731  0.08
H: 2.5283 1.2539 -4.5691  0.14
H: 5.1145 -1.3864 -4.8473  0.08
F: -0.0820 0.8578 -1.2561  -0.21
H: 5.4103 1.8923 -3.0672  0.07
C: 0.5213 2.8781 7.1630  -0.05
C: -3.3373 -0.9427 -6.1816  -0.31
C: 1.1944 3.8007 4.8433  -0.28
H: -5.4803 -0.0154 -5.3447  0.08
H: 0.6864 3.9707 3.8814  0.14
C: -0.5643 -3.2359 3.3936  -0.01
C: 1.5875 -2.0475 3.7596  -0.07
O: -2.2626 -1.4635 -6.5135  0.00
H: -1.0543 -4.2020 3.5148  0.08
H: -6.2568 -1.4894 -5.0868  0.09
C: -1.1243 3.3891 5.3301  -0.08
C: -5.3329 -0.9681 -4.8360  -0.08
F: -3.1962 1.9911 -1.0768  -0.22
O: -0.1742 -4.3483 5.9641  -0.02
H: 0.3728 1.7982 7.1554  0.08
H: -4.9994 -3.3757 -4.6283  0.08
C: 4.5560 1.2353 -2.9042  -0.04
H: 1.5793 -3.3795 6.0365  0.13

The total charge is -1. The LUMO energy is 2.2 eV. The largest force on an atom is 3.72 eV/A. Its orbital gap is 9.2 eV.

(2)
Density functional theory data (ωB97M-V with the def2-TZVPD basis set) for a 8-piece molecular cluster, C25H42O20 overall.

Each line ends with the Mulliken spin population.
Cartesian coordinates (Å):
H: -2.8852 -4.7037 -1.7218  0.00
H: -3.8067 -2.2902 -2.7644  0.00
H: 2.4100 -0.7282 -0.9438  0.00
H: -1.6313 -3.7558 -4.3330  0.00
O: -0.0979 -2.7144 2.2722  0.00
H: -1.1526 1.5713 6.9847  0.00
O: 0.3085 2.6964 1.8125  0.00
H: -2.3991 -2.5085 0.6994  0.04
H: 1.0079 2.3521 -2.0528  0.00
O: 2.8844 -0.0982 0.9090  0.00
C: -2.0374 1.9071 -1.6389  0.00
C: -2.6107 -4.8303 -2.7690  0.00
O: 4.5296 0.9499 -0.0790  0.00
C: -2.2194 3.9263 -2.6301  0.00
H: 1.8640 6.5256 -1.8626  0.00
C: 4.1807 0.2241 0.9872  0.00
H: -0.6424 2.9274 5.9757  0.00
H: -3.2782 -2.1761 2.2078  0.07
H: 1.2220 4.8907 -2.1660  0.00
C: -0.8077 0.9975 4.8933  0.00
H: 2.8783 5.1133 -1.5835  0.00
H: 1.9989 5.9892 0.7302  0.00
H: 1.3713 -3.7098 -1.1973  0.00
C: 0.3699 0.0893 5.2963  0.00
H: 0.4371 0.0992 6.3842  0.00
C: -0.0103 5.6643 0.1650  0.00
C: 3.9526 1.1477 -2.3378  0.00
O: -1.8901 0.0578 4.7896  0.00
C: 1.4479 5.4191 -0.0178  0.00
C: -1.4556 -1.1882 4.6513  0.00
C: -2.0064 -3.5470 -3.3311  0.00
H: 4.8339 1.7643 -2.5145  0.00
O: 1.4842 4.0510 0.4039  0.00
O: -2.2090 -2.0988 4.3755  0.02
C: 0.2794 -3.5269 1.4570  0.00
O: -2.6365 3.1688 -1.5762  0.00
C: -2.8874 -2.2826 -3.3501  0.00
C: 1.8583 5.4920 -1.5167  0.00
H: -0.1542 6.6436 0.6215  0.00
C: 2.7602 -5.1040 -0.3011  0.00
C: 1.4578 -4.2796 -0.2721  0.00
H: -2.7862 1.1182 -1.7100  0.00
H: 2.9343 -5.6240 0.6409  0.00
O: -1.1799 3.3580 -3.1699  0.00
H: -0.5451 0.7244 1.6247  0.00
H: 3.3597 1.2210 -3.2496  0.00
O: -2.0362 -1.3301 -2.7724  0.00
H: 1.4225 0.5986 -0.2350  0.00
C: 0.3528 -5.2345 0.0129  0.00
O: 4.9190 -0.2370 1.7933  0.00
H: -2.2767 2.3379 5.7972  0.00
O: -0.1281 -1.2336 4.9055  0.00
H: -0.2245 -5.5212 -0.8661  0.00
O: -0.9672 -3.2163 -2.4540  0.00
H: -2.6133 -0.3708 0.8456  0.00
H: -4.1774 -2.7694 0.7528  0.01
C: 0.4191 1.7070 -2.7049  0.00
H: 0.8054 1.8327 -3.7164  0.00
C: -0.9811 -1.9611 -2.1279  0.01
H: -0.5241 1.4430 3.9398  0.00
H: -1.5034 1.7639 -0.6995  0.00
C: -3.3455 -2.1684 1.1199  0.11
H: 1.3330 0.4191 4.9068  0.00
C: -1.1450 2.0012 -2.8180  0.00
H: -3.0650 -1.9291 -4.3658  0.00
H: -1.9207 -5.6735 -2.7342  0.00
O: -0.5675 4.6043 0.8921  0.00
C: -1.2523 2.0244 5.9984  0.00
O: -2.6806 5.0405 -2.9215  0.00
O: -3.4241 -0.8516 0.6636  0.74
C: 2.4283 0.2043 -0.3797  0.00
H: -1.6133 1.4721 -3.6479  0.00
O: -0.9817 0.1214 1.0231  0.00
O: 1.4768 -3.4915 0.8672  0.00
H: -0.3732 -0.6122 0.9349  0.00
C: 3.4127 1.2901 -0.9152  0.00
O: -0.2108 -1.4381 -1.3372  -0.01
H: 2.6637 -5.9298 -1.0060  0.00
H: -0.5687 5.7608 -0.7661  0.00
C: 0.3807 3.6771 1.0936  0.00
H: 4.4380 0.1788 -2.4551  0.00
H: 0.5470 0.7022 -2.3023  0.00
O: -0.4009 -4.5578 0.9628  0.00
H: -3.4989 -5.1228 -3.3290  0.00
H: 3.6711 -4.5415 -0.5062  0.00
H: 0.6860 -6.1888 0.4208  0.00
H: 3.0225 2.2761 -0.6630  0.00

The total charge is +1. The LUMO energy (spin up / spin down) is -2.4 / -8.7 eV. The spin multiplicity is 2. The largest force on an atom is 4.83 eV/A. Its orbital gap (spin up / spin down) is 10.3 / 3.9 eV.

(3)
Density functional theory data (ωB97M-V with the def2-TZVPD basis set) for C16H10Cl5FeNO3S2 as an isolated structure.

Each line ends with the Mulliken spin population.
Cartesian coordinates (Å):
Cl: 1.4277 3.0363 0.5630  0.01
C: 5.1430 -1.3850 -0.2991  0.00
Cl: -3.2432 1.9775 -1.8340  0.00
H: -4.7581 -2.8473 1.1934  0.00
Fe: 0.5382 0.0291 0.0693  3.76
N: -1.4520 -1.1522 0.2222  0.02
C: 2.8509 -2.3707 -0.6989  0.17
H: 5.4188 -2.1014 0.4785  0.01
C: -0.4539 4.9274 0.0899  -0.01
C: -0.7580 -0.8237 2.5421  0.00
H: 5.5805 -1.7339 -1.2384  0.01
O: -1.0032 -1.0582 3.7193  0.01
Cl: 0.6300 6.0492 0.8274  0.00
O: 0.2512 -0.2033 2.0691  0.04
H: -2.0071 -1.3531 -1.7411  0.00
H: 3.1915 -4.3803 -0.0524  0.02
O: -0.6725 1.3812 -0.6983  0.08
C: -2.5338 4.4601 -1.0110  0.00
H: 3.0973 -4.1927 -1.7920  0.01
H: -4.1757 -2.4667 -1.2068  0.00
S: 3.0077 0.2956 -0.1729  0.36
C: -1.6747 5.3768 -0.4087  0.01
C: -0.9500 2.6327 -0.6060  0.00
S: 1.1713 -2.3041 -0.8636  0.35
C: -1.7574 -1.3391 1.5026  0.00
Cl: -4.0507 4.9972 -1.6358  0.00
H: 4.5647 -3.7008 -0.9319  0.00
Cl: -2.1143 7.0425 -0.2826  0.00
C: -2.3048 -1.5469 -0.7171  0.00
C: -3.5064 -2.1619 -0.4139  0.00
C: -0.0968 3.5909 -0.0049  0.01
C: -3.8248 -2.3692 0.9216  0.00
C: -2.1795 3.1233 -1.1066  0.01
C: 3.4783 -3.7293 -0.8814  -0.01
C: 3.6430 -1.2490 -0.4046  0.14
C: -2.9387 -1.9524 1.8985  0.00
H: 5.5851 -0.4240 -0.0507  0.00
H: -3.1237 -2.0746 2.9556  0.00

The total charge is -1. The LUMO energy (spin up / spin down) is 2.5 / 1.3 eV. The spin multiplicity is 6. The energy relative to the best compared isomer or geometry (same formula, charge and spin) comes out at 0.000 eV. The largest force on an atom is 0.72 eV/A. Its orbital gap (spin up / spin down) is 7.1 / 6.4 eV.

(4)
Density functional theory data (ωB97M-V with the def2-TZVPD basis set) for one molecule with the formula C5H8BrFO.

Each line ends with the Löwdin charge.
Cartesian coordinates (Å):
H: 0.0402 -1.3301 -1.7666  0.13
F: 0.3114 2.4282 0.1083  -0.01
C: -0.0141 0.1236 -0.0977  -0.49
H: 0.4030 1.4002 -1.7951  0.17
C: 0.5651 -1.2011 -0.7509  -0.01
H: 1.7236 1.1209 -0.6565  0.09
Br: -3.9260 -0.1697 -0.0594  0.69
O: -1.4271 0.2701 -0.2475  -0.17
C: 0.4072 0.0051 1.3622  -0.03
H: 0.0184 0.8469 1.8246  0.07
H: 0.3709 -2.0050 -0.1918  0.03
H: 1.3875 -0.1954 1.5952  0.08
H: 1.6049 -1.2403 -0.7460  0.07
C: -2.1507 -0.6892 0.1698  -0.55
C: 0.7287 1.3737 -0.6735  -0.12
H: -0.0431 -0.7378 1.9248  0.07

The LUMO energy is 0.6 eV. The energy relative to the best compared isomer or geometry (same formula, charge and spin) comes out at 1.939 eV. The largest force on an atom is 5.68 eV/A. Its orbital gap is 9.6 eV.

(5)
Density functional theory data (ωB97M-V with the def2-TZVPD basis set) for C15H32AuN4Si2 as an isolated structure.

Each line ends with the Mulliken spin population.
Cartesian coordinates (Å):
C: -0.4401 0.0789 4.8086  0.02
H: -2.8873 -1.1121 -3.0025  0.00
H: 4.5475 -0.0140 -1.8050  0.00
H: 0.9517 0.6110 -3.1145  0.00
H: -2.2859 3.2829 -2.5995  0.00
C: -3.2380 1.7805 -0.1777  -0.02
C: -2.0153 1.1031 0.0756  0.22
H: 3.3787 -0.2422 0.3457  0.00
C: 3.5393 -0.4185 -1.6861  0.00
N: -1.2009 0.6910 -0.9052  0.50
C: 2.0264 0.5594 3.1146  0.01
H: 1.0945 -2.4769 2.1370  0.00
H: -1.4070 -0.4095 4.9404  0.00
H: -0.0171 0.1694 -4.5211  0.00
C: -2.5076 1.2908 2.4745  -0.02
C: 2.3010 -2.6748 -1.7579  0.00
C: -1.4965 2.7229 -3.1016  0.01
N: 1.4641 -2.4833 -0.5519  0.01
H: -3.1450 0.0857 -4.2712  0.00
Si: -1.4730 0.8988 -2.6422  -0.04
H: 2.0117 -2.7326 0.2662  0.00
H: -3.5230 1.9714 -1.2031  -0.02
H: -3.9164 0.2887 -2.7011  0.00
N: 2.8959 0.1255 -0.4687  0.01
Au: 0.5337 -0.2856 -0.1723  0.39
H: 4.1273 -2.2413 -0.7092  0.00
H: -4.9706 2.7003 0.6278  0.01
H: -0.5555 1.1481 4.9932  0.00
H: -2.2344 1.1062 3.4998  -0.01
H: 3.0098 1.1329 -0.4363  0.00
Si: 0.3485 -0.2958 3.1407  -0.01
H: 0.6751 -3.1206 -0.5716  0.00
C: 0.5337 -2.1663 3.0212  0.01
H: -0.5429 3.1931 -2.8554  0.00
H: 0.2268 -0.3120 5.5808  0.00
H: 2.6007 0.2646 3.9956  0.00
H: -0.4419 -2.6549 2.9916  0.00
N: -0.4806 0.2085 1.6711  0.52
H: 2.5050 -3.7356 -1.9235  0.00
C: -3.0036 -0.0443 -3.1958  0.01
H: 1.7452 -2.3026 -2.6178  -0.01
H: 1.0657 -2.5379 3.8997  0.00
C: 0.0384 0.1035 -3.4327  0.04
H: 2.9499 -0.1075 -2.5478  -0.01
H: 0.1018 -0.9537 -3.1658  0.00
H: 4.2716 -2.2646 -2.4613  0.00
C: -4.0439 2.1863 0.8444  0.09
H: 2.6156 0.3011 2.2320  0.00
C: -1.6354 0.8486 1.4434  0.22
H: 1.9127 1.6447 3.1393  0.00
H: -4.3188 2.2634 2.9890  0.01
H: -1.6511 2.8278 -4.1779  0.00
C: 3.6323 -1.9402 -1.6405  0.00
C: -3.6729 1.9378 2.1849  0.08

The total charge is +1. The LUMO energy (spin up / spin down) is -2.3 / -5.0 eV. The spin multiplicity is 3. The energy relative to the best compared isomer or geometry (same formula, charge and spin) comes out at 0.245 eV. The largest force on an atom is 0.72 eV/A. Its orbital gap (spin up / spin down) is 7.9 / 6.1 eV.

(6)
Density functional theory data (ωB97M-V with the def2-TZVPD basis set) for a 10-piece molecular cluster, C53H50F3N7 overall.

Each line ends with the Löwdin charge.
Cartesian coordinates (Å):
H: -7.3608 -1.3721 2.7259  0.08
C: -3.1882 2.8189 -1.1708  -0.08
H: 0.6854 5.7771 -1.7367  0.14
H: -0.7963 4.6702 2.1740  0.08
H: -1.2999 3.6817 -1.8930  0.10
C: 5.4140 2.4477 0.6858  -0.09
H: 3.3131 -8.2214 -3.2076  0.10
F: 1.8053 -2.2429 1.6985  0.08
H: -4.8311 1.6075 -0.5613  0.10
C: -4.0627 1.7598 -1.2911  -0.08
C: -3.2547 2.4050 3.0770  -0.03
H: 6.0783 2.4651 1.5120  0.10
H: -2.4626 7.9926 0.1097  0.11
H: -5.6566 1.0752 5.0101  0.11
C: 3.2031 2.1267 3.6469  -0.07
H: 0.1273 0.5233 -1.4334  0.10
C: 0.0197 5.8905 -0.8462  -0.08
H: 1.7554 0.3840 -3.8793  0.09
C: -4.1058 2.5731 5.6722  -0.15
C: -2.0917 2.9193 -2.0261  -0.16
H: -4.9277 0.9532 2.9221  0.05
H: 1.1024 -5.7232 -2.6057  0.08
H: -3.9188 -4.2455 0.9688  0.09
H: -4.4501 -0.0342 -2.3874  0.10
C: 2.6320 0.1023 -4.4213  -0.07
H: 2.9343 -1.8383 -3.4640  0.10
H: -1.8345 0.7871 -0.0459  0.06
N: 4.9000 -0.5816 -5.8824  0.06
H: -2.1841 -7.4052 -0.4340  0.11
C: -3.7692 0.7827 -2.2343  -0.06
N: -3.1271 3.3903 5.2786  0.06
C: -2.7727 3.2947 4.0319  -0.20
C: 3.9857 3.5558 -0.8197  -0.08
C: -4.5556 -2.3573 1.6325  -0.15
H: 4.5889 1.2409 -6.9767  0.13
C: 3.3988 -6.6254 -0.4790  -0.15
C: -1.6796 6.3999 1.2193  -0.09
C: -4.4160 1.6548 3.4977  -0.07
C: -1.0825 0.1340 0.2414  -0.10
H: -0.3374 -7.6971 -1.9325  0.09
C: 0.8551 -1.4411 1.2257  -0.31
C: -0.8516 6.9266 -0.9541  -0.09
C: -1.5734 -6.5482 -0.6994  -0.17
F: 3.7554 0.0677 -1.4690  0.04
H: -2.3846 6.5284 2.0369  0.11
C: 3.1202 0.8627 -5.4805  -0.10
C: -6.6843 -2.0125 2.2624  -0.13
H: 2.9493 2.9222 5.6290  0.09
H: -2.4501 0.2926 -3.8935  0.09
C: -0.0714 -4.4159 -1.4384  -0.04
H: -0.2978 -1.7761 2.8634  0.11
C: -1.6993 7.2052 0.1276  -0.10
N: 0.5135 2.5588 3.3400  0.07
C: 4.2043 1.1893 -0.8755  -0.29
H: 4.9196 -2.2673 -4.7279  0.09
H: -8.1099 -3.5760 1.7206  0.08
N: 3.1425 -7.5817 -1.3184  0.06
C: 2.4879 2.5932 4.7300  -0.07
H: 1.8790 -1.0299 -0.5777  0.11
F: 0.8877 4.0166 0.2587  0.03
N: -1.7640 1.9804 -2.8946  0.05
H: 2.5860 1.7623 -5.8285  0.11
C: 1.1338 2.8123 4.5149  -0.13
C: -6.0965 -4.1050 1.3198  -0.10
C: 3.2345 -1.1360 -4.2401  -0.08
H: 0.5335 3.2957 5.2896  0.11
H: -6.3648 -5.1309 1.0251  0.12
H: 4.9889 -4.3677 -2.5438  0.13
C: 5.1612 1.2001 0.1015  -0.01
C: -0.5075 -6.7328 -1.5309  -0.08
H: 2.8540 2.2144 -2.1340  0.12
C: 2.5517 1.7909 2.4793  -0.06
C: 1.2058 2.0071 2.3605  -0.16
H: 4.9934 4.5311 0.7026  0.11
H: 2.9352 -6.7422 0.5027  0.11
C: 0.0710 5.1278 0.2588  -0.27
C: 0.2443 -5.6798 -2.0121  -0.04
C: 4.2266 0.5162 -6.1658  -0.19
H: 0.6126 1.7842 1.4800  0.09
C: 4.3691 -1.3781 -4.9680  -0.17
H: 0.5309 -3.5630 -1.6139  0.07
H: -3.2168 3.4850 -0.3534  0.08
H: -4.3192 2.6590 6.7562  0.11
H: -2.9098 2.4394 2.0595  0.08
N: -1.9196 -5.3621 -0.2473  0.05
C: 3.5353 -7.4337 -2.5374  -0.20
C: -4.7986 -3.6862 1.3207  -0.07
C: -0.8381 5.2916 1.2878  0.00
H: 4.2163 -4.6619 -0.1066  0.11
C: 4.4236 -5.2562 -2.1359  -0.10
C: 4.1759 -6.3183 -2.9963  -0.08
H: -1.5672 -3.3504 -0.2491  0.08
C: 4.8272 3.5778 0.2272  -0.11
H: 4.2774 1.9080 3.7582  0.11
H: -2.0987 -0.1480 2.2191  0.13
C: 3.6105 2.3398 -1.3524  0.00
H: 3.6190 4.4800 -1.2011  0.10
C: -2.6085 0.9076 -3.0366  -0.11
N: -5.4658 -1.5044 2.0913  0.06
H: -2.0015 3.9757 3.6627  0.07
C: 0.0178 -0.0486 -0.5415  -0.08
H: 5.4918 0.3088 0.5134  0.10
H: 3.1167 1.4005 1.6624  0.08
H: 4.4098 -6.4162 -4.0971  0.12
C: -1.2367 -0.4273 1.5117  -0.07
H: -0.6111 7.6211 -1.8250  0.13
C: -1.2232 -4.2727 -0.6594  -0.12
C: -7.1015 -3.3138 1.8338  -0.04
C: -4.7816 1.7094 4.8145  -0.09
H: -3.5684 -2.0573 1.3423  0.08
C: 0.9240 -0.9156 -0.0548  -0.04
C: 4.0061 -5.4255 -0.8676  -0.09
C: -0.2551 -1.2761 1.9614  -0.03

The LUMO energy is 0.6 eV. The SMILES is Fc1ccccc1.Fc1ccccc1.Fc1ccccc1.c1ccncc1.c1ccncc1.c1ccncc1.c1ccncc1.c1ccncc1.c1ccncc1.c1ccncc1. The energy relative to the best compared isomer or geometry (same formula, charge and spin) comes out at 0.000 eV. The largest force on an atom is 3.92 eV/A. Its orbital gap is 9.7 eV.

(7)
Density functional theory data (ωB97M-V with the def2-TZVPD basis set) for C7H11N as an isolated structure.

Each line ends with the Löwdin charge.
Cartesian coordinates (Å):
H: -1.6877 -1.9479 -1.0925  0.06
H: 1.2831 1.1526 0.1444  0.05
H: -2.3094 1.8287 0.3840  0.11
H: -0.1256 1.5471 2.2043  0.10
C: -1.4404 -0.1443 -0.0512  -0.33
H: 2.1167 0.9801 -1.4331  0.07
H: -2.1172 -0.4204 -2.0144  0.06
C: -0.5940 0.9601 1.4357  -0.08
H: -0.8215 1.9428 -0.5741  0.10
C: -0.8233 -0.3623 1.2600  -0.09
C: -1.3459 1.3600 0.1841  -0.14
N: 1.2511 -1.4354 0.5943  0.06
C: 1.5660 -0.8473 -0.4740  -0.30
C: 2.0057 0.5714 -0.4303  -0.07
H: -0.6699 -1.2313 1.8683  0.10
H: 2.9552 0.6426 0.0900  0.08
H: 1.5419 -1.3130 -1.4701  0.11
H: 0.9727 -2.4122 0.4810  0.07
C: -1.7573 -0.8713 -1.1063  0.05

The LUMO energy is 1.1 eV. The energy relative to the best compared isomer or geometry (same formula, charge and spin) comes out at 3.530 eV. The largest force on an atom is 1.17 eV/A. Its orbital gap is 9.5 eV.

E_tot (computed, eV): -52649.0019 -67547.2730 -143061.5900 -80118.5167 -41478.4383 -74351.0214 -8924.1982